Model A:
Density functional theory data (ωB97M-V/def2-TZVPD) for a 7-piece molecular cluster, H14O7 overall.

Last column: Löwdin charge in e.
Positions of all 21 atoms, in Å:
H 1.53 -1.24 2.64  0.053
O -0.80 2.60 1.96  -0.066
H 0.25 -0.50 2.21  0.016
H -1.42 0.47 -2.53  -0.012
H -0.38 3.28 2.50  0.034
O -0.06 0.20 0.46  -0.056
H 0.18 -2.71 1.76  -0.012
H 2.38 1.74 -1.66  0.035
H -0.71 -0.39 0.02  0.040
O -1.40 1.23 -3.14  -0.070
O 2.49 2.34 -0.91  -0.056
H 3.40 2.65 -0.99  0.037
H -0.07 2.09 1.59  0.001
O -0.01 -3.56 1.32  -0.086
O 0.59 -1.16 2.85  -0.069
H -1.95 -1.69 -2.04  0.072
H -0.56 -4.04 1.94  0.028
H 0.31 0.72 -0.26  0.046
H -0.45 -1.82 -2.32  0.076
H -2.22 1.18 -3.64  0.033
O -1.09 -1.37 -1.75  -0.043

The SMILES is O.O.O.O.O.O.O. Its charge is 0. Its multiplicity is 1. The value obtained for the HOMO energy is -10.805 eV. The calculation puts the HOMO-LUMO gap at 0.40138 Ha.


Model B:
Density functional theory data (ωB97M-V/def2-TZVPD) for a 7-piece molecular cluster, H14O7 overall.

Last column: Löwdin charge in e.
Positions of all 21 atoms, in Å:
O -0.88 -0.97 -1.61  -0.069
H -1.76 -0.58 1.03  -0.012
H -1.06 0.72 -1.67  0.037
O -0.37 -0.79 1.70  -0.037
H 2.10 -0.92 -0.38  0.012
H -1.79 1.55 -0.55  0.037
H 0.18 2.28 1.27  0.073
O -2.58 -0.30 0.54  -0.096
H 2.17 0.95 0.42  0.039
H -1.61 -0.69 -1.03  0.013
H -3.30 -0.86 0.87  0.062
O 0.71 1.66 0.81  -0.050
O 2.83 0.46 -0.16  -0.059
H 2.09 -2.45 -0.29  0.047
H 0.24 1.73 -0.04  0.033
O 1.49 -1.72 -0.36  -0.080
H 0.27 -1.32 1.18  0.054
O -1.10 1.63 -1.24  -0.091
H -0.28 -1.43 -1.01  0.004
H 2.73 0.94 -1.00  0.079
H -0.06 0.10 1.51  0.006

The SMILES is O.O.O.O.O.O.O. Its charge is 0. Its multiplicity is 1. The value obtained for the HOMO energy is -11.023 eV. The calculation puts the HOMO-LUMO gap at 0.42026 Ha.


Which is most stable, and by how much? model B, by 19.6 kcal/mol.